# 1
Here is a molecular structure, C10H18N3O2S3SiTi in a non-equilibrium geometry from the OMol25 dataset. Energies are from ωB97M-V/def2-TZVPD.

XYZ file:
```
38
Properties=species:S:1:pos:R:3:forces:R:3
Ti 10.596744 8.585041 9.850906 -0.1 0.7 -0.3
N 10.731585 8.250225 11.919369 -0.7 -0.4 0.1
N 11.958733 8.032521 12.543614 1.0 -0.3 0.2
C 13.090343 7.856844 11.861022 -1.2 0.3 -0.1
N 14.267066 7.931509 12.560554 -0.3 -0.4 0.7
S 13.036441 7.645554 10.174052 0.2 0.3 0.1
H 10.560430 10.205011 11.767235 0.1 0.4 0.1
H 10.060886 7.558425 12.278838 0.4 0.4 -0.1
H 12.052063 8.203355 13.546545 -0.2 0.1 -0.5
H 14.295315 7.514496 13.496860 0.0 0.3 -0.7
H 15.083335 7.798204 12.002159 0.3 -0.2 -0.2
S 10.412862 7.763729 7.522441 0.5 0.2 0.1
C 8.702693 7.825880 7.139121 -0.2 0.0 0.1
C 8.276030 7.812393 5.801561 0.4 0.2 0.2
C 6.941721 7.930825 5.466016 0.0 -0.2 0.3
C 5.991328 7.966216 6.466513 0.0 0.0 1.0
C 6.384715 7.934390 7.808561 0.3 0.0 -0.6
C 7.744456 7.900681 8.168593 -0.5 0.0 -0.2
S 8.194339 7.976532 9.870595 0.3 0.3 0.1
H 9.029333 7.759072 5.022265 0.0 0.0 0.1
H 6.619288 7.969389 4.446271 0.0 0.0 -0.5
H 4.938574 8.038443 6.237351 -0.1 0.0 -0.1
H 5.626268 7.963841 8.576457 0.0 0.0 0.2
O 10.833995 10.553885 9.924953 -0.2 -1.6 0.1
O 10.842012 11.022519 11.300831 -0.1 -0.3 -0.1
C 11.464472 4.470515 8.390218 0.4 -0.3 -0.9
Si 10.426462 5.179533 9.730248 -0.1 1.2 -0.6
C 8.730545 4.560792 9.578244 -1.7 0.2 -0.2
C 11.120500 4.640796 11.308669 1.0 0.5 1.7
H 11.763645 3.423169 8.570826 -0.2 0.2 0.0
H 12.380064 5.060159 8.302866 0.0 0.0 -0.2
H 10.909628 4.536656 7.436599 0.4 0.0 0.3
H 8.690326 3.495487 9.333032 0.0 -0.1 0.2
H 8.234994 5.112465 8.755428 0.1 -0.3 0.4
H 8.161692 4.788884 10.505612 0.2 -0.3 -0.6
H 11.116764 3.568009 11.460587 0.0 -0.4 0.0
H 10.614480 5.110905 12.175515 0.3 -0.2 -0.4
H 12.170293 5.001990 11.286353 -0.4 -0.3 0.3
```
Forces are in eV/Å.

Properties
Max |F| = 2.1 eV/A
Total charge = -1
2S+1 = 3
LUMO level (alpha / beta) = 0.0876 / 0.0868 Ha
HOMO-LUMO gap (alpha / beta) = 5.22 / 6.48 eV


# 2
Here is a molecular structure, C10H18O15S3 in a non-equilibrium geometry from the OMol25 dataset. Energies are from ωB97M-V/def2-TZVPD.

XYZ file:
```
46
Properties=species:S:1:pos:R:3:forces:R:3
C 0.739230 1.182809 1.789500 1.3 1.2 -2.1
C 0.871160 0.116829 0.673580 0.3 -0.8 0.8
C -0.066890 -1.095321 0.854260 1.8 0.4 0.8
O -0.938400 -1.135941 -0.211340 -0.4 2.7 -2.7
C -0.566500 -0.086481 -1.055430 -0.6 1.9 0.0
O -1.103860 0.135069 -2.149500 4.8 10.8 13.7
O 0.478220 0.649399 -0.614290 -1.9 -2.5 -0.1
H -0.149930 1.749459 1.513120 -0.4 0.0 0.4
H 1.551990 1.904489 1.707610 0.1 0.0 0.1
H 0.690040 0.794319 2.806730 0.7 1.4 -1.6
H 1.836610 -0.366681 0.524560 0.4 0.9 0.2
H -0.526370 -0.944261 1.831070 -1.1 -0.2 -1.8
H 0.527660 -2.007891 0.811590 -0.2 0.1 0.1
C -0.671500 -3.613041 3.679100 -0.5 -0.9 1.1
C -0.212560 -3.115761 5.093650 -0.5 -1.2 -0.6
O 0.707950 -2.080261 4.886680 0.8 0.9 -1.1
S 0.683280 -1.480101 3.409370 -1.5 1.2 2.6
O 2.014440 -1.299861 2.937680 -0.8 -0.8 -0.2
O -0.141770 -0.255101 3.459880 -0.3 -4.8 2.4
O -0.157590 -2.733651 2.726710 1.7 1.5 0.5
H -1.755690 -3.629041 3.567880 0.0 0.2 0.2
H -0.330310 -4.621791 3.446500 0.3 0.1 0.1
H 0.388450 -3.878071 5.589400 -0.7 -0.1 0.3
H -1.085360 -2.756521 5.638880 0.3 -0.1 0.3
C -1.908460 -1.135801 -2.909470 -2.0 -4.2 -2.8
C -1.586580 -0.012821 -3.940480 0.8 -0.6 -3.2
O -1.605070 -0.588331 -5.268570 0.6 -1.3 0.0
S -1.163330 -2.161901 -5.115910 -1.9 -1.5 -0.3
O 0.284770 -2.336311 -5.031450 -2.3 0.8 0.3
O -1.909700 -2.983241 -6.075380 1.7 1.9 1.5
O -1.949420 -2.368641 -3.687680 0.6 -0.9 -2.6
H -2.915330 -0.964381 -2.528770 0.0 -0.4 0.1
H -1.194430 -1.245041 -2.093180 -1.9 -5.9 -3.1
H -0.644310 0.429469 -3.617070 0.7 -0.7 -3.0
H -2.158640 0.914969 -3.948310 -1.0 -0.6 0.0
C 0.420820 3.235889 -1.454320 0.8 0.6 0.1
C 1.760780 2.715159 -0.935300 -0.2 -0.7 -1.2
O 2.561600 3.846539 -0.661300 -1.3 1.7 1.2
S 1.573810 5.052659 -0.014670 0.3 -1.4 0.3
O 1.873390 6.236309 -0.746800 -0.5 -0.4 0.1
O 1.651920 5.113619 1.446950 -0.7 -0.8 -2.9
O 0.126790 4.301059 -0.588410 1.3 2.4 2.3
H -0.423360 2.547009 -1.424260 0.3 0.1 -0.1
H 0.573670 3.681109 -2.437430 -0.1 -0.4 -0.3
H 2.198770 2.235029 -1.810370 0.4 -0.4 0.4
H 1.650010 2.055069 -0.075000 0.6 1.0 -0.5
```
Forces are in eV/Å.

Properties
Max |F| = 18.1 eV/A
Total charge = 0
Energy relative to the best compared isomer or geometry (same formula, charge and spin) = 258.4 kcal/mol
LUMO level = -0.0094 Ha
HOMO-LUMO gap = 8.75 eV


# 3
Here is C10H18OSi in the gas phase in a non-equilibrium geometry from the OMol25 dataset. Energies are from ωB97M-V/def2-TZVPD.

XYZ file:
```
30
Properties=species:S:1:pos:R:3:forces:R:3
C -1.397573 2.108084 -0.161385 -0.9 -0.9 4.9
Si -1.583180 0.216346 0.171790 -1.1 0.0 -0.4
C -2.745546 -0.488796 1.529596 4.2 2.2 1.3
C -2.255794 -0.491758 -1.469195 1.1 -2.1 2.2
C 0.191110 -0.412030 0.559950 -1.5 0.6 -1.2
C 0.949725 -0.957632 -0.656379 0.9 -0.4 1.4
C 2.182199 -1.494610 0.110876 0.2 -2.4 -1.0
C 2.506509 -0.392662 1.067543 -1.1 0.1 2.7
C 1.224120 0.613670 0.946680 2.5 -2.1 -2.6
C 1.667628 1.282654 -0.396219 0.0 0.0 0.5
O 2.239337 2.342687 -0.523546 -0.6 -1.0 -0.2
C 1.326516 0.179572 -1.499505 -0.4 2.8 1.5
H -0.430208 2.311509 0.278254 0.1 0.5 0.4
H -1.235431 2.247109 -1.131434 0.2 0.6 -4.3
H -2.121311 2.854960 0.239345 0.4 -0.7 -0.3
H -3.680335 -0.128701 1.496812 -3.6 1.5 -0.5
H -2.825479 -1.521913 1.571172 0.3 -2.1 -0.1
H -2.373824 -0.099991 2.533077 -0.2 -0.7 -0.9
H -3.300995 -0.629705 -1.635983 -0.7 0.2 0.1
H -1.805060 0.016760 -2.236839 0.8 1.5 -2.2
H -1.791381 -1.500274 -1.540465 -0.4 0.2 0.0
H 0.110023 -1.184502 1.306315 -0.1 -0.3 0.4
H 0.487614 -1.708545 -1.199620 -1.1 -1.6 -0.9
H 3.198096 -1.626607 -0.448138 -2.2 -0.7 0.3
H 1.699928 -2.471784 0.551795 1.9 1.5 -0.5
H 2.588123 -0.754280 2.161810 0.1 0.7 -1.7
H 3.441249 -0.005300 0.713279 0.5 0.9 0.5
H 1.062815 1.140677 1.808397 -0.2 1.8 1.8
H 0.510824 0.631391 -2.070762 0.1 -0.3 -0.3
H 2.160312 -0.076339 -2.077220 1.2 0.2 -1.2
```
Forces are in eV/Å.

Properties
Max |F| = 5.0 eV/A
Total charge = 0
Structure (SMILES) = C[Si](C)(C)[C@H]1[C@@H]2CC[C@H]1C(=O)C2
Energy relative to the best compared isomer or geometry (same formula, charge and spin) = 37.9 kcal/mol
LUMO level = 0.0284 Ha
HOMO-LUMO gap = 9.93 eV


# 4
Here is a molecular structure, C10H19AlBFNO9 in a non-equilibrium geometry from the OMol25 dataset. Energies are from ωB97M-V/def2-TZVPD.

XYZ file:
```
42
Properties=species:S:1:pos:R:3:forces:R:3
N 1.837142 -1.637159 -0.648932 -0.2 -0.1 -0.8
C 0.512200 -2.132830 -1.145861 0.1 0.5 0.3
Al -0.801587 -0.651275 -1.490381 0.1 -0.3 0.0
C -0.061738 1.155198 -2.017146 0.4 -0.7 0.3
C 1.496790 1.172919 -2.160670 -1.0 0.7 -0.8
C 2.057357 1.908222 -1.014732 0.1 0.5 -1.7
O 2.064022 1.552570 0.108405 0.3 -0.8 2.4
O 2.566650 3.143895 -1.341297 0.6 -0.1 -0.4
O -1.972413 -0.645635 -0.046205 1.2 0.6 0.2
C -3.102434 -1.037755 -0.591536 -0.6 -0.9 -0.9
F -2.995441 -2.442044 -0.854768 -0.5 -0.5 0.1
C -3.147683 -0.372999 -1.998596 0.9 1.0 0.1
O -4.399394 -0.304202 -2.682992 0.6 -0.9 0.3
B -5.360426 0.424121 -2.105507 -0.8 -0.3 -0.6
O -5.172714 1.229506 -1.022451 0.5 0.6 0.4
O -6.644884 0.326858 -2.652620 -0.3 0.9 -0.3
O -2.139231 -0.929123 -2.724183 0.2 -0.4 -0.1
H 2.381877 -2.418867 -0.309378 0.0 0.0 0.3
H 1.621921 -1.048043 0.140777 0.3 0.0 0.2
H 0.061149 -2.735272 -0.357522 -0.4 -0.2 0.1
H 0.639052 -2.802510 -1.993201 0.2 0.0 -0.3
H -0.384881 1.958349 -1.366195 -0.1 0.3 0.3
H -0.470110 1.402732 -2.988554 -0.3 -0.1 -0.3
H 1.919439 0.183894 -2.254926 0.2 -0.3 0.4
H 1.743887 1.714217 -3.063357 0.3 0.2 -0.2
H 3.307750 3.269875 -0.733520 -0.3 0.4 0.3
H -3.988165 -1.000971 0.035090 -0.3 0.5 0.2
H -2.807800 0.659527 -1.812667 -0.8 0.4 0.3
H -5.681361 2.041842 -1.097384 -0.3 -0.3 0.3
H -6.662636 0.691694 -3.543567 -0.1 -0.5 0.0
O 1.140344 -1.784496 2.358090 -0.2 -0.3 0.4
C 1.821721 -1.073354 3.025723 0.1 0.3 -0.5
O 1.560881 -0.796568 4.337683 0.1 -0.1 0.1
C 2.493000 0.177486 4.826377 0.1 0.1 0.0
C 3.699249 0.084872 3.900942 0.1 0.0 -0.1
C 3.051179 -0.307520 2.574841 0.2 0.1 0.6
H 2.017383 1.160485 4.788516 0.0 0.0 0.0
H 2.738968 -0.054603 5.861078 -0.1 -0.1 0.0
H 4.278270 1.006281 3.857740 -0.1 0.0 0.0
H 4.362991 -0.713988 4.238261 0.0 0.0 0.0
H 2.727002 0.561719 1.999305 0.0 -0.1 -0.1
H 3.692675 -0.937050 1.965319 -0.2 0.0 -0.2
```
Forces are in eV/Å.

Properties
Max |F| = 2.6 eV/A
Total charge = -1
LUMO level = 0.0955 Ha
HOMO-LUMO gap = 7.30 eV


# 5
Here is 2 unconnected molecules or ions with the total composition C10H19BrF3IN3O5P2 in a non-equilibrium geometry from the OMol25 dataset. Energies are from ωB97M-V/def2-TZVPD.

XYZ file:
```
44
Properties=species:S:1:pos:R:3:forces:R:3
N 1.190429 0.834353 0.081237 0.0 -0.3 -0.8
P 0.423467 -0.184749 -1.041676 -0.6 -1.0 0.8
O 1.415691 -0.277436 -2.334800 -0.3 0.2 0.0
C -0.959793 0.906641 -1.743085 1.1 1.5 0.0
P -0.297039 1.938978 -3.193246 -0.3 -0.8 -1.0
O -1.462187 3.089052 -3.354058 0.5 -0.1 0.5
Br 1.354774 3.132603 -2.260568 -0.3 0.2 0.2
C -2.064514 -0.014500 -2.273061 0.2 -0.2 0.0
N -3.076339 -0.345597 -1.303284 -0.1 0.5 0.6
C -3.719374 0.799905 -0.632727 0.0 -0.6 -0.2
C -5.170373 0.889078 -1.073922 0.1 0.0 0.5
C -5.870332 2.042184 -0.410318 -0.9 1.6 -1.1
O -6.289579 2.996764 -1.007734 0.6 -1.2 0.9
I -6.051284 2.010613 1.747802 0.1 -0.2 -0.2
C -2.972614 2.100380 -0.851327 -0.4 -0.5 0.1
N -1.520701 1.818475 -0.664822 -0.1 -0.4 -0.5
H 1.865132 1.459525 -0.350162 -0.1 0.4 0.3
H 1.716225 0.227473 0.695004 -0.1 0.1 0.5
H 2.268429 0.112065 -2.125830 0.4 0.1 -0.3
H -1.265642 3.855553 -2.800701 -0.3 0.4 -0.1
H -1.589492 -0.942812 -2.554591 0.2 -0.3 -0.3
H -2.490500 0.373794 -3.186395 -0.4 0.3 -0.3
H -2.712788 -0.956849 -0.587606 0.2 -0.3 -0.2
H -3.728667 0.597070 0.430847 0.0 -0.1 0.4
H -5.628049 -0.046450 -0.800001 -0.3 -0.3 0.2
H -5.257277 0.987474 -2.143393 0.0 0.3 -0.4
H -3.182068 2.476650 -1.839155 0.4 0.3 -0.3
H -3.266948 2.820389 -0.107233 -0.1 0.4 0.2
H -1.395688 1.388311 0.256148 0.2 0.1 0.1
H -0.985247 2.683060 -0.679512 0.3 0.1 0.3
C 4.926740 -4.440943 3.447063 0.2 0.2 -0.3
C 3.905590 -3.357512 3.711465 0.0 -0.5 0.4
O 4.285453 -2.119284 3.066301 0.0 0.2 0.1
C 3.958865 -1.997313 1.800225 0.0 -0.2 0.3
O 3.376404 -2.784925 1.118994 -0.2 0.0 -0.4
C 4.400586 -0.617731 1.288181 0.3 0.2 -0.2
F 5.611865 -0.289612 1.702305 0.1 0.0 0.1
F 3.539336 0.333883 1.715673 -0.1 0.0 0.2
F 4.389752 -0.573912 -0.044043 -0.1 -0.1 -0.2
H 5.919669 -4.111339 3.751578 0.0 0.0 0.1
H 4.670030 -5.341951 4.000972 0.0 0.0 0.0
H 4.972055 -4.687941 2.386800 -0.1 0.0 0.0
H 3.856656 -3.128294 4.772689 0.1 0.2 0.0
H 2.909348 -3.655124 3.389968 0.0 0.1 -0.2
```
Forces are in eV/Å.

Properties
Max |F| = 2.1 eV/A
Total charge = +1
LUMO level = -0.1099 Ha
HOMO-LUMO gap = 9.34 eV


# 6
Here is a molecular structure, C10H19F6OP2SbSe4Sn from the OMol25 dataset. Energies are from ωB97M-V/def2-TZVPD.

XYZ file:
```
44
Properties=species:S:1:pos:R:3:forces:R:3
Sn -0.603669 0.586213 -0.339562 0.4 -0.3 -0.4
C 2.559944 -2.679489 -3.022440 0.0 0.0 -0.1
P 1.895446 -1.540589 -1.730198 0.1 -0.1 0.1
C 3.415799 -0.561794 -1.386951 0.0 0.0 -0.1
C 2.004289 -2.743113 -0.320083 0.0 -0.1 -0.1
C 2.062429 -2.098336 1.056492 0.0 0.0 0.2
P 0.569498 -1.140628 1.536716 -0.2 0.1 0.0
C -0.562744 -2.459989 2.119155 0.0 0.0 -0.2
C 1.137084 -0.433204 3.111878 -0.1 -0.1 0.1
H 3.520357 -3.118197 -2.733629 0.0 0.0 0.0
H 2.688775 -2.130104 -3.956879 0.0 0.0 0.0
H 1.841806 -3.482430 -3.203752 0.0 0.0 0.0
H 4.267765 -1.190213 -1.106248 0.0 0.0 0.0
H 3.211574 0.167632 -0.597545 0.0 0.0 -0.1
H 3.673736 0.005286 -2.284471 0.0 0.0 0.0
H 2.901208 -3.359987 -0.453764 0.0 0.0 -0.1
H 1.135680 -3.406586 -0.401696 0.0 0.0 0.0
H 2.909862 -1.411421 1.130942 0.0 0.0 0.0
H 2.212182 -2.866332 1.824186 0.0 0.0 0.0
H -0.086418 -3.051911 2.906390 0.0 0.0 0.0
H -0.859454 -3.094185 1.278842 0.1 0.1 0.1
H -1.465757 -1.985129 2.507387 0.0 0.0 0.0
H 1.575934 -1.214871 3.741724 0.0 0.0 0.0
H 0.275128 0.011101 3.610621 0.0 0.0 0.0
H 1.847010 0.370295 2.920761 0.0 0.0 0.0
Se -1.071308 4.285757 -1.009550 0.0 0.0 0.0
Sb -0.344534 3.549964 1.192880 -0.4 0.1 0.2
Se 1.800588 2.332729 1.033186 0.1 0.0 -0.2
Se -1.933864 1.521333 1.666404 -0.1 0.1 0.3
Se -0.585661 5.060076 3.068200 0.1 0.0 0.0
C -2.746875 -1.032181 -2.620997 -0.1 -0.1 0.0
C -2.508268 -1.943018 -1.400276 0.0 -0.1 -0.1
O -1.513798 -1.547023 -0.588958 0.1 0.3 0.3
C -2.129271 -3.359884 -1.927307 -0.3 0.5 0.2
F -1.938927 -4.245346 -0.939904 0.0 -0.2 0.2
F -3.045475 -3.903969 -2.757110 -0.2 -0.1 -0.2
F -0.984960 -3.301697 -2.619493 0.3 0.0 -0.2
C -3.832963 -2.023897 -0.586455 0.4 0.1 -0.2
F -3.701904 -2.731057 0.539409 0.0 -0.2 0.2
F -4.853338 -2.583490 -1.273064 -0.3 -0.1 -0.2
F -4.228396 -0.797583 -0.242148 -0.1 0.2 0.1
H -1.821043 -0.963240 -3.190362 0.0 0.0 0.0
H -3.005874 -0.028875 -2.283254 0.0 0.0 0.1
H -3.548209 -1.403911 -3.262450 0.0 0.0 0.0
```
Forces are in eV/Å.

Properties
Max |F| = 0.6 eV/A
Total charge = -2
LUMO level = 0.1642 Ha
HOMO-LUMO gap = 5.83 eV


Among the records above, which one has the highest total charge?
C10H19BrF3IN3O5P2